[1]
84
Properties=species:S:1:pos:R:3:lowdin_charge:R:1 method="wB97M-V/def2-TZVPD" gap_ev="5.856 / 5.856" total_charge=+2 homo_energy_ev="-13.30 / -13.30"
Sb 0.1500 -0.2564 -2.6341 1.392
Sb 0.0008 -0.3740 2.5942 1.384
Sb -1.0736 -2.5795 -0.1424 1.344
Sb 2.5786 -0.6287 0.0048 1.371
Rh 0.0830 -0.1891 -0.0144 0.005
O -0.1506 1.8042 0.1770 -0.292
O -1.3463 2.7110 -1.4655 0.104
O 0.1129 4.1130 -3.2791 0.082
C -1.8352 -1.1046 3.4845 -0.262
C 1.3225 -1.8536 3.3816 -0.265
C 0.0593 -4.3493 -0.4395 -0.263
C 4.6742 -1.6869 -3.1776 -0.041
C 0.4575 -2.2223 -3.4075 -0.267
C 2.1918 5.0009 -2.4948 -0.001
C 1.7978 0.7202 -3.6405 -0.245
C -1.6953 -2.5578 3.7816 -0.320
C 1.9174 3.5347 -0.1671 -0.045
C 3.1977 -2.6443 0.2064 -0.247
C -0.2940 2.6160 -0.8850 -0.586
C -2.5530 -2.6140 -1.6736 -0.273
C 2.8566 -0.2890 -3.9199 -0.315
C 3.5454 0.4702 1.5400 -0.246
C -1.8875 -3.5271 2.7837 -0.285
C -2.4240 -3.1629 1.4295 -0.286
C 1.0572 4.2121 -2.3140 -0.261
C 3.0420 4.3159 -0.3480 -0.077
C -1.6481 -4.8664 3.0827 -0.041
C 3.8403 -1.9227 -5.4101 -0.050
C 3.7597 -0.6653 -2.9212 -0.289
C 0.5075 1.3197 3.7799 -0.255
C -1.2394 -5.2573 4.3482 -0.052
C 2.9224 -0.9159 -5.1623 -0.050
C 3.8193 0.0479 -1.6090 -0.266
C 0.9163 3.4571 -1.1415 -0.088
C -1.5811 0.4260 -3.6489 -0.242
C -1.3101 -2.9672 5.0558 -0.055
C -1.0839 -4.3032 5.3439 -0.051
C 3.1729 5.0501 -1.5238 -0.052
C 4.7116 -2.3223 -4.4076 -0.053
H 2.2454 -0.6037 -5.9497 0.125
H -2.9127 -4.0302 0.9796 0.078
H 3.1390 -3.1174 -0.7736 0.013
H -1.8226 -5.6203 2.3231 0.119
H 4.2334 -2.6521 0.5446 0.036
H 1.7646 2.9911 0.7553 0.096
H 0.6021 -2.1817 -4.4843 0.030
H 5.4364 -3.1036 -4.5916 0.116
H -2.1926 -2.2317 -2.6218 -0.031
H -1.0734 -6.3042 4.5628 0.116
H -2.6628 -0.8743 2.8164 0.061
H 3.0288 0.4127 2.4926 -0.019
H 2.5764 -3.1803 0.9188 -0.005
H 0.7904 0.9228 4.7543 0.027
H -1.5997 1.5095 -3.6043 0.010
H -3.4116 -2.0243 -1.3556 0.033
H -2.4840 0.0294 -3.1918 0.015
H -1.1937 -2.2261 5.8389 0.125
H 2.3587 -1.5316 3.2930 0.004
H 0.4906 -4.6516 0.5149 0.014
H -2.8602 -3.6521 -1.8003 0.036
H 1.3330 1.8817 3.3495 0.005
H -3.1812 -2.3810 1.4903 0.069
H -0.3476 1.9831 3.8888 0.028
H -1.4959 0.0774 -4.6789 0.032
H 0.8541 -4.1697 -1.1596 -0.008
H 3.7955 4.3877 0.4244 0.107
H 1.1876 -2.7936 2.8469 0.011
H 3.6270 1.5087 1.2245 0.014
H 1.3895 1.1543 -4.5527 0.085
H 1.1084 -2.0270 4.4336 0.024
H 4.5447 0.0472 1.6501 0.038
H 3.8810 -2.3886 -6.3854 0.118
H 4.0413 5.6770 -1.6779 0.118
H 0.3008 4.7428 -3.9862 0.125
H -0.7971 -4.5987 6.3441 0.117
H 4.8075 -0.1047 -1.1656 0.081
H 5.3926 -1.9632 -2.4134 0.119
H -0.3927 -2.8659 -3.1977 -0.011
H 2.1368 1.5373 -3.0100 0.048
H 3.6681 1.1274 -1.6815 0.070
H -0.5876 -5.1464 -0.8021 0.033
H 2.2958 5.5781 -3.4068 0.126
H -1.9817 -0.5177 4.3914 0.079
H 1.3557 -2.6468 -2.9578 0.012


[2]
62
Properties=species:S:1:pos:R:3:lowdin_charge:R:1 method="wB97M-V/def2-TZVPD" gap_ev=8.762 total_charge=+1 homo_energy_ev=-11.01
O -3.3079 1.2363 -0.6473 -0.058
O 1.4980 0.9069 -4.1289 -0.063
O -1.8816 3.5334 -2.4980 -0.043
O 0.2394 3.8857 -0.7695 -0.084
O -2.8980 0.9462 3.8725 -0.069
O -2.5435 -2.3429 2.2514 -0.062
O 3.7213 2.7633 -1.2808 -0.048
O 1.1409 -3.4103 0.6941 -0.071
O -1.9044 1.9678 1.6767 -0.064
O 1.8499 -1.8593 3.5269 -0.052
O -1.4235 -4.7204 0.8938 -0.050
O -4.3767 -0.8087 1.0105 -0.059
O 3.6728 -0.0933 -3.0183 -0.083
O -0.7738 -0.2878 2.8666 -0.091
N 1.0038 -0.6127 0.9330 0.182
N 1.6555 -2.0786 -1.6855 0.103
C 1.7824 0.3872 0.0433 -0.277
C 0.7435 -1.0649 -1.8545 -0.451
C 1.7277 1.7102 0.7539 -0.059
C -0.4064 -1.2692 -2.5119 0.034
C 1.0073 0.2737 -1.2553 -0.136
H -3.7753 -1.4785 1.3999 0.002
H -1.3531 -0.6800 -2.4698 0.075
H -2.8118 1.6745 4.5030 0.073
H 4.3067 -0.2831 -3.7237 0.053
H 1.6705 -4.2083 0.8029 0.074
H 2.5388 -2.3405 3.9982 0.064
H 3.1553 0.6525 -3.4316 0.026
H -1.8359 -1.7087 1.9992 0.044
H -3.1507 1.4061 3.0214 0.064
H -1.5275 2.8601 1.6233 0.071
H -0.6914 -2.1886 -2.9719 0.052
H 0.2068 -3.7279 0.7602 0.034
H -1.5337 0.2778 3.1493 0.006
H 0.8293 -1.5398 0.4772 0.101
H -3.7073 0.4927 -0.1752 0.001
H 1.4226 -3.0637 -1.6865 0.099
H -1.9148 -5.5186 0.6834 0.061
H -0.6066 4.2800 -1.1450 0.054
H 0.0675 -0.2258 1.1925 0.125
H 1.4842 -0.9411 1.7635 0.092
H -0.1520 -0.4399 3.5835 0.058
H 1.7057 2.5010 -0.0469 0.056
H -1.0805 3.2149 -2.9221 0.045
H 0.8007 2.0592 1.2103 0.070
H 0.8433 0.2372 -3.8785 0.029
H 0.9248 4.2952 -1.3088 0.052
H -3.8853 1.7260 -1.2369 0.059
H -2.6676 -2.0685 3.1821 0.089
H -1.9064 3.1432 -1.6198 0.007
H -1.8600 -4.2574 1.6208 0.020
H 2.5531 1.8253 1.4170 0.080
H 1.1872 1.3517 -4.9355 0.079
H 4.1039 3.5176 -0.8244 0.051
H -4.7186 -1.2161 0.2096 0.055
H 2.8425 0.0957 -0.0773 0.158
H -2.1058 1.8673 0.7271 0.019
H 2.6372 -1.9797 -1.8892 0.089
H 1.3633 -2.5384 3.0129 0.042
H 0.0389 0.8053 -1.1831 0.134
H 1.6371 0.8042 -2.0044 0.098
H 4.4374 2.2545 -1.6798 0.041


[3]
18
Properties=species:S:1:pos:R:3:lowdin_charge:R:1 method="wB97M-V/def2-TZVPD" gap_ev=7.664 homo_energy_ev=-8.33
S -1.8241 0.0936 -3.5296 0.592
F 0.9441 2.0583 2.7840 0.011
N -1.2188 -1.5410 -1.4869 -0.038
N -0.7915 0.9471 -1.1906 0.000
C 0.0821 0.6493 -0.1788 -0.310
C 1.1076 1.0812 1.8018 -0.287
C 1.3961 -1.1798 0.9653 -0.024
C 1.4404 -0.1934 2.1010 0.011
C 0.4196 1.5127 0.7732 -0.025
C 0.6695 -0.6799 -0.0806 -0.101
C -1.2638 -0.2043 -1.9798 -0.946
H -1.9233 -1.0724 -0.2738 0.297
H -2.1369 -2.0815 -1.7376 0.106
H 0.0659 2.5730 0.6459 0.156
H 1.9949 -2.1911 0.6998 0.159
H -1.2510 2.0762 -1.4235 0.275
H 0.4217 -1.3819 -0.8668 0.057
H 1.8676 -0.4662 2.9768 0.068


[4]
104
Properties=species:S:1:pos:R:3:lowdin_charge:R:1 method="wB97M-V/def2-TZVPD" gap_ev=3.253 total_charge=+1 homo_energy_ev=-8.35
F -0.5624 3.4610 3.9136 0.102
F -4.2531 -0.7386 4.2017 0.103
F -5.5746 0.3812 2.8429 0.131
F -4.7060 -1.5350 2.1986 0.122
F -2.5127 4.3324 3.3785 0.133
F -0.8368 4.4315 1.9554 0.120
O -0.1408 -2.7384 5.9569 -0.017
N -0.6153 0.7015 -1.6224 0.019
N 0.1521 0.0055 -2.5154 0.182
N 0.4775 -1.1465 -1.8726 0.007
C -2.2259 4.4732 -2.6247 -0.043
C -0.1188 -1.2252 -0.5998 -0.270
C -0.1082 -1.4801 5.6351 0.033
C 2.3868 -1.4241 5.8295 0.040
C -1.1626 1.8134 1.2161 0.077
C 1.1996 2.8560 -2.3826 -0.389
C 2.8836 -4.0392 -3.8038 -0.050
C 4.7740 1.4971 5.3625 -0.022
C 1.2950 -2.1485 -2.5121 -0.078
C -0.7546 -0.0062 -0.4406 -0.125
C 1.0938 0.5923 5.2831 0.020
C 3.5096 0.6966 5.4484 -0.215
C -3.5679 1.0027 -1.7656 -0.362
C 0.8411 -2.7407 -3.7022 -0.121
C -0.3223 3.0114 -2.3356 -0.125
C 2.2708 1.3157 5.2189 0.000
C 3.1136 -1.7902 -0.7384 -0.387
C 1.7321 3.0803 -3.7978 -0.053
C -0.5053 -2.3899 -4.3350 -0.391
C -1.4566 3.6295 2.8788 -0.505
C -0.8538 4.2639 -2.6462 -0.024
C 3.3342 -3.4356 -2.6359 -0.027
C -1.4602 0.5267 0.7050 -0.121
C -3.0877 3.4307 -2.3006 -0.020
C -5.0267 1.4427 -1.6160 -0.074
C 1.1317 -0.7906 5.5831 -0.171
C 1.8745 3.7681 -1.3589 -0.055
C -1.8714 2.3088 2.2950 -0.102
C -1.1932 1.9742 -1.9785 -0.081
C 2.5465 -2.4999 -1.9629 -0.128
C -0.0336 -2.3075 0.2606 0.007
C -0.3263 -1.7838 -5.7250 -0.055
C -2.5975 2.1596 -1.9955 -0.099
C -4.4401 -0.3854 2.8873 -0.510
C 3.5431 -0.6751 5.7517 -0.001
C -1.4507 -3.5899 -4.3372 -0.056
C -1.4093 -3.4126 6.0979 0.017
C 3.9241 -0.5623 -1.1560 -0.049
C -3.2449 0.3497 2.3387 -0.107
C 3.9366 -2.7192 0.1563 -0.073
C -2.4764 -0.2335 1.3430 0.048
C -2.9305 1.5998 2.8595 0.056
C -3.4433 -0.0920 -2.8230 -0.037
C 1.6432 -3.6915 -4.3279 -0.028
H 5.6397 0.8658 5.5794 0.086
H 1.4791 3.5768 -0.3528 0.069
H 1.5390 4.1027 -4.1444 0.080
H -2.4395 -3.3033 -4.7139 0.081
H -2.0022 -2.9554 6.9011 0.113
H 1.2482 2.3827 -4.4909 0.084
H -1.5697 -3.9777 -3.3179 0.085
H -0.1704 5.0741 -2.9125 0.119
H -1.9725 -3.3777 5.1550 0.112
H -5.4260 1.8371 -2.5590 0.087
H 2.8122 2.9014 -3.8299 0.083
H -1.0545 -0.9490 5.4539 0.166
H 3.5037 -4.7778 -4.3124 0.112
H -1.1407 -4.4380 6.3527 0.110
H -1.2928 -1.4631 -6.1297 0.082
H 4.7795 -0.8615 -1.7766 0.089
H -4.1400 -0.9103 -2.5997 0.091
H 4.5162 -1.1424 5.9275 0.130
H -0.3551 2.3897 0.7718 0.126
H -2.6293 5.4541 -2.8741 0.114
H 1.6979 4.8252 -1.5966 0.081
H -0.5668 -2.2261 1.1992 0.015
H 1.4214 1.8175 -2.1229 0.095
H 4.9032 1.9267 4.3613 0.103
H -3.4943 2.0193 3.6869 0.143
H 2.9564 3.5926 -1.3430 0.083
H 3.3647 -3.6229 0.3942 0.085
H 0.1217 -2.5025 -6.4224 0.079
H -3.2911 0.5518 -0.8024 0.103
H 4.1777 -2.2129 1.0982 0.076
H 2.2573 -1.4614 -0.1449 0.096
H -1.0626 -4.4007 -4.9676 0.080
H 1.2869 -4.1591 -5.2470 0.118
H 4.7665 2.3297 6.0765 0.103
H 0.1137 1.0399 5.1168 0.119
H 0.3278 -0.9061 -5.6636 0.082
H -3.6708 0.3021 -3.8231 0.098
H -0.9395 -1.6136 -3.7009 0.081
H 3.3080 0.1310 -1.7424 0.068
H 2.2461 2.3837 4.9840 0.133
H -2.4306 -0.5050 -2.8461 0.049
H 4.8795 -3.0122 -0.3193 0.073
H 4.3018 -0.0288 -0.2762 0.078
H 4.3195 -3.6906 -2.2451 0.112
H -5.6439 0.5834 -1.3229 0.086
H -5.1279 2.2078 -0.8369 0.084
H -4.1642 3.6091 -2.3079 0.108
H -2.6676 -1.2484 0.9989 0.135
H 2.4022 -2.4847 6.0775 0.133
H 0.4880 -3.1969 -0.0761 0.043